The following is a DFT calculation (the ωB97M-V functional and the def2-TZVPD basis) of a 2-piece molecular cluster, C3H8B3BrO7 overall in a non-equilibrium geometry.

Summary:
F_max	9.4	eV/A
structure (SMILES)	O=C(Br)CB1OBOB(COO)O1.O
E	-3294.37461	Eh

Geometry (Å):
O  2.58157  -2.65936  1.24091
C  2.86829  -1.89354  0.16716
Br  3.17738  -2.88917  -1.56619
C  3.01452  -0.24353  0.20598
B  1.54198  0.52408  0.43790
O  0.95813  1.48376  -0.54389
B  -0.52040  1.42662  -0.53879
O  -1.22330  1.21980  0.77708
B  -0.56428  -0.03431  1.28793
C  -1.27834  -1.51551  1.32605
O  -1.44003  -2.07599  -0.02952
O  -2.53508  -1.66286  -0.60200
O  0.86110  0.16379  1.73178
H  3.53611  0.17077  -0.75865
H  3.62676  -0.00886  1.20181
H  -1.21897  1.48055  -1.48654
H  -2.25656  -1.49776  1.96995
H  -0.51253  -2.23822  1.88715
H  -2.41112  -1.75414  -1.61197
O  -2.75866  3.67479  -1.92480
H  -2.87564  3.74612  -0.96547
H  -2.57093  4.58295  -2.20587

Charges per atom according to Mulliken partitioning, unit e: O -0.484; C 0.382; Br -0.150; C -0.348; B 0.301; O -0.462; B 0.479; O -0.415; B 0.562; C -0.312; O -0.156; O -0.381; O -0.283; H 0.311; H 0.238; H -0.067; H 0.285; H 0.168; H 0.325; O -0.622; H 0.315; H 0.313